Formula: C48H100N2O23
Source: OMol25
Level of theory: ωB97M-V with the def2-TZVPD basis set

Results
LUMO energy: 0.0188 Ha
SMILES: CC1(C)CCCC(C)(C)N1O.CC1(C)CCCC(C)(C)N1O.CCOC(=O)OC.CCOC(=O)OC.CCOC(=O)OC.CCOC(=O)OC.CCOC(=O)OC.CCOC(=O)OC.COCCOCCOC
Total charge: 0
Multiplicity: 1
Electronic energy: -3728.7386 Eh
Orbital gap: 8.7 eV

Last columns: bonded neighbours and bond lengths (Å).
Element x y z (Å)
1 C 2.4991 5.1663 5.1842  C2 1.528, H12 1.122, H13 1.074, H14 1.101
2 C 2.2096 4.2882 3.9675  C1 1.528, C3 1.561, N7 1.477, C11 1.562
3 C 3.4405 4.3216 3.0083  C2 1.561, C4 1.569, H15 1.054, H16 1.119
4 C 3.4454 3.1822 1.9292  C3 1.569, C5 1.537, H17 1.150, H18 1.069
5 C 3.3939 1.7892 2.5764  C4 1.537, C6 1.563, H19 1.076, H20 1.084
6 C 2.1158 1.7506 3.4748  C5 1.563, N7 1.481, C9 1.615, C10 1.517
7 N 2.1194 2.8867 4.4244  C2 1.477, C6 1.481, O8 1.402
8 O 1.1267 2.6965 5.3958  N7 1.402, H30 0.985
9 C 0.7956 1.5901 2.5586  C6 1.615, H21 1.061, H22 1.116, H23 1.118
10 C 2.2371 0.4203 4.1937  C6 1.517, H24 1.129, H25 1.057, H26 1.100
11 C 0.9481 4.8460 3.2352  C2 1.562, H27 1.088, H28 1.046, H29 1.062
12 H 3.5433 4.8908 5.4869  C1 1.122
13 H 1.8031 5.1787 6.0014  C1 1.074
14 H 2.6547 6.1856 4.7981  C1 1.101
15 H 3.5030 5.2318 2.4805  C3 1.054
16 H 4.3598 4.2207 3.6386  C3 1.119
17 H 4.3877 3.3294 1.2863  C4 1.150
18 H 2.5877 3.2833 1.2991  C4 1.069
19 H 4.2025 1.5413 3.2418  C5 1.076
20 H 3.3266 1.0096 1.8264  C5 1.084
21 H 0.9029 0.6399 2.0997  C9 1.061
22 H -0.0763 1.5370 3.2528  C9 1.116
23 H 0.6855 2.4451 1.8467  C9 1.118
24 H 3.0595 0.5173 4.9610  C10 1.129
25 H 1.4243 -0.0296 4.6984  C10 1.057
26 H 2.7626 -0.2393 3.4869  C10 1.100
27 H 0.7398 5.9000 3.4071  C11 1.088
28 H 0.1204 4.3397 3.6246  C11 1.046
29 H 1.0904 4.7686 2.1861  C11 1.062
30 H 0.3023 3.0182 4.9632  O8 0.985
31 C -2.2109 -0.8379 3.3368  C32 1.555, H42 1.034, H43 1.072, H44 1.077
32 C -2.5903 -2.2754 2.8805  C31 1.555, C33 1.583, N37 1.472, C41 1.533
33 C -2.0403 -2.4857 1.4106  C32 1.583, C34 1.522, H45 1.096, H46 1.023
34 C -0.5917 -2.9530 1.3782  C33 1.522, C35 1.519, H47 1.079, H48 1.099
35 C -0.4864 -4.1824 2.2641  C34 1.519, C36 1.514, H49 1.086, H50 1.095
36 C -0.8301 -3.9593 3.7217  C35 1.514, N37 1.432, C39 1.555, C40 1.536
37 N -2.1224 -3.3457 3.7759  C32 1.472, C36 1.432, O38 1.453
38 O -2.3685 -3.0008 5.1662  N37 1.453, H60 0.928
39 C -0.9622 -5.3764 4.3487  C36 1.555, H51 1.159, H52 1.103, H53 1.049
40 C 0.2450 -3.1033 4.4080  C36 1.536, H54 1.132, H55 1.055, H56 1.079
41 C -4.1124 -2.4519 2.8490  C32 1.533, H57 1.086, H58 1.125, H59 1.075
42 H -2.7168 -0.1648 2.7361  C31 1.034
43 H -1.1570 -0.6408 3.3336  C31 1.072
44 H -2.5449 -0.6873 4.3500  C31 1.077
45 H -2.6207 -3.2780 0.9234  C33 1.096
46 H -2.2755 -1.6270 0.9066  C33 1.023
47 H -0.0032 -2.1517 1.7967  C34 1.079
48 H -0.3562 -3.0775 0.3124  C34 1.099
49 H 0.5454 -4.5152 2.2070  C35 1.086
50 H -1.1960 -4.8796 1.8070  C35 1.095
51 H 0.0682 -5.9049 4.3086  C39 1.159
52 H -1.1107 -5.3159 5.4401  C39 1.103
53 H -1.6872 -6.0170 3.9429  C39 1.049
54 H 0.4707 -2.0799 3.9807  C40 1.132
55 H -0.0144 -3.0555 5.4295  C40 1.055
56 H 1.0348 -3.8320 4.5099  C40 1.079
57 H -4.3297 -2.3348 3.9064  C41 1.086
58 H -4.3000 -3.5044 2.4975  C41 1.125
59 H -4.7158 -1.8424 2.2004  C41 1.075
60 H -2.6926 -3.7575 5.5953  O38 0.928
61 C -4.8618 1.4853 -3.6619  C62 1.492, H68 1.140, H69 1.155, H70 1.077
62 C -5.2180 1.1029 -5.0592  C61 1.492, O63 1.416, H71 1.049, H72 1.083
63 O -4.1299 0.4082 -5.6412  C62 1.416, C64 1.316
64 C -3.0411 0.9535 -6.1407  O63 1.316, O65 1.195, O66 1.317
65 O -2.9688 2.1224 -6.3802  C64 1.195
66 O -2.1268 0.0064 -6.1177  C64 1.317, C67 1.470
67 C -0.8482 0.4122 -6.7180  O66 1.470, H73 1.106, H74 1.099, H75 1.131
68 H -4.2835 0.7144 -3.0534  C61 1.140
69 H -5.7909 1.8077 -3.0569  C61 1.155
70 H -4.2865 2.3954 -3.6723  C61 1.077
71 H -5.5414 1.9177 -5.6351  C62 1.049
72 H -5.9755 0.3294 -5.0931  C62 1.083
73 H -1.0199 1.0199 -7.6265  C67 1.106
74 H -0.4317 -0.5634 -7.0057  C67 1.099
75 H -0.1578 0.8376 -5.9295  C67 1.131
76 C -0.8031 1.4095 7.6409  C77 1.496, H83 1.110, H84 1.068, H85 1.065
77 C -1.7229 0.9584 6.5506  C76 1.496, O78 1.514, H86 1.071, H87 1.082
78 O -2.8316 1.9877 6.4858  C77 1.514, C79 1.338
79 C -2.5653 3.0151 5.6715  O78 1.338, O80 1.189, O81 1.307
80 O -1.6506 3.1592 4.9253  C79 1.189
81 O -3.5750 3.8402 5.7569  C79 1.307, C82 1.415
82 C -3.6993 4.8553 4.7787  O81 1.415, H88 1.108, H89 1.071, H90 1.069
83 H -0.0754 0.6277 7.9439  C76 1.110
84 H -1.3146 1.6909 8.5350  C76 1.068
85 H -0.2774 2.2598 7.2741  C76 1.065
86 H -2.1116 -0.0209 6.7403  C77 1.071
87 H -1.2025 0.9062 5.6038  C77 1.082
88 H -3.6103 4.3839 3.7795  C82 1.108
89 H -3.0093 5.6676 4.8814  C82 1.071
90 H -4.6473 5.3332 4.9008  C82 1.069
91 C 5.0599 -5.5113 1.1667  C92 1.500, H98 1.125, H99 1.089, H100 1.088
92 C 4.7382 -6.0950 -0.1766  C91 1.500, O93 1.451, H101 1.090, H102 1.083
93 O 3.6051 -5.4587 -0.8220  C92 1.451, C94 1.341
94 C 2.3867 -5.9324 -0.5210  O93 1.341, O95 1.205, O96 1.342
95 O 2.1187 -6.7447 0.3271  C94 1.205
96 O 1.5426 -5.3935 -1.4141  C94 1.342, C97 1.476
97 C 0.1375 -5.7627 -1.1544  O96 1.476, H103 1.082, H104 1.077, H105 1.079
98 H 5.6461 -4.5536 1.1057  C91 1.125
99 H 5.5297 -6.2678 1.7929  C91 1.089
100 H 4.1503 -5.1748 1.6610  C91 1.088
101 H 4.6042 -7.1762 -0.1517  C92 1.090
102 H 5.4963 -5.8707 -0.9162  C92 1.083
103 H -0.4747 -5.0022 -1.6218  C97 1.082
104 H -0.0335 -5.7667 -0.0913  C97 1.077
105 H -0.0069 -6.7580 -1.5461  C97 1.079
106 C 0.5732 -5.6296 -4.8374  C107 1.589, H113 1.069, H114 1.100, H115 1.081
107 C -0.3600 -4.4174 -5.2674  C106 1.589, O108 1.427, H116 1.096, H117 1.104
108 O -1.3361 -4.0909 -4.2792  C107 1.427, C109 1.306
109 C -2.5272 -4.0958 -4.8158  O108 1.306, O110 1.225, O111 1.405
110 O -2.9464 -4.2449 -5.9567  C109 1.225
111 O -3.4819 -3.7407 -3.8477  C109 1.405, C112 1.384
112 C -4.7874 -3.6549 -4.2996  O111 1.384, H118 1.075, H119 1.134, H120 1.078
113 H 1.1407 -5.4124 -3.9579  C106 1.069
114 H 1.3756 -5.9209 -5.5313  C106 1.100
115 H 0.1040 -6.5920 -4.6855  C106 1.081
116 H -0.9806 -4.4661 -6.1694  C107 1.096
117 H 0.2824 -3.5202 -5.2318  C107 1.104
118 H -4.9361 -2.8504 -4.9973  C112 1.075
119 H -5.4139 -3.4206 -3.3834  C112 1.134
120 H -5.1214 -4.5299 -4.8326  C112 1.078
121 C -1.3956 4.7862 -4.3711  C122 1.505, H128 1.046, H129 1.104, H130 1.074
122 C -0.9199 4.8968 -2.9476  C121 1.505, O123 1.437, H131 1.100, H132 1.113
123 O 0.2927 5.6683 -2.9481  C122 1.437, C124 1.379
124 C 0.7736 5.8145 -1.6641  O123 1.379, O125 1.182, O126 1.339
125 O 0.2468 5.3780 -0.7001  C124 1.182
126 O 1.8202 6.6477 -1.7277  C124 1.339, C127 1.443
127 C 2.4525 6.7546 -0.4353  O126 1.443, H133 1.110, H134 1.066, H135 1.129
128 H -2.4386 4.8651 -4.3776  C121 1.046
129 H -1.0499 3.8476 -4.8378  C121 1.104
130 H -1.0067 5.6384 -4.8966  C121 1.074
131 H -0.6656 3.8883 -2.5894  C122 1.100
132 H -1.6535 5.3032 -2.2158  C122 1.113
133 H 3.3349 7.3947 -0.6415  C127 1.110
134 H 2.7074 5.7458 -0.2044  C127 1.066
135 H 1.7252 7.1754 0.3192  C127 1.129
136 C -0.3437 -1.5881 -2.0082  C137 1.545, H143 1.090, H144 1.118, H145 1.085
137 C -0.5777 -0.2280 -2.7028  C136 1.545, O138 1.429, H146 1.113, H147 1.101
138 O -0.5191 0.7708 -1.6827  C137 1.429, C139 1.329
139 C -1.6409 0.9989 -1.0067  O138 1.329, O140 1.210, O141 1.322
140 O -2.6520 0.3369 -1.0666  C139 1.210
141 O -1.3987 1.9907 -0.1671  C139 1.322, C142 1.431
142 C -2.2707 2.2056 0.9469  O141 1.431, H148 1.098, H149 1.072, H150 1.053
143 H -0.8309 -2.4018 -2.5460  C136 1.090
144 H -1.0130 -1.6189 -1.1137  C136 1.118
145 H 0.6626 -1.9405 -1.8081  C136 1.085
146 H -1.5772 -0.1424 -3.1843  C137 1.113
147 H 0.2874 0.0008 -3.3436  C137 1.101
148 H -2.7928 1.2631 1.1568  C142 1.098
149 H -2.8703 3.0464 0.6608  C142 1.072
150 H -1.7197 2.2718 1.8415  C142 1.053
151 C 3.0473 -2.0078 -4.5695  O152 1.425, H160 1.090, H161 1.098, H162 1.141
152 O 2.1006 -1.4480 -5.4758  C151 1.425, C153 1.434
153 C 2.7135 -0.3795 -6.2106  O152 1.434, C154 1.554, H163 1.087, H164 1.100
154 C 2.9896 0.8476 -5.2974  C153 1.554, O155 1.387, H165 1.112, H166 1.114
155 O 1.8529 1.2772 -4.6281  C154 1.387, C156 1.407
156 C 2.0239 2.4253 -3.8336  O155 1.407, C157 1.498, H167 1.126, H168 1.085
157 C 2.2728 2.1080 -2.3912  C156 1.498, O158 1.445, H169 1.110, H170 1.072
158 O 3.3453 1.1470 -2.2726  C157 1.445, C159 1.445
159 C 3.4340 0.7742 -0.8791  O158 1.445, H171 1.088, H172 1.105, H173 1.116
160 H 2.7253 -2.9867 -4.2156  C151 1.090
161 H 3.2080 -1.3814 -3.6818  C151 1.098
162 H 4.0043 -2.1731 -5.1689  C151 1.141
163 H 2.0755 -0.1823 -7.0680  C153 1.087
164 H 3.6551 -0.7795 -6.6157  C153 1.100
165 H 3.3690 1.6827 -5.9265  C154 1.112
166 H 3.7303 0.6160 -4.4982  C154 1.114
167 H 1.0595 2.9960 -3.9466  C156 1.126
168 H 2.7577 3.0965 -4.2664  C156 1.085
169 H 1.3794 1.7142 -1.8624  C157 1.110
170 H 2.5553 3.0225 -1.9094  C157 1.072
171 H 3.9949 -0.1582 -0.8715  C159 1.088
172 H 2.4363 0.5348 -0.4698  C159 1.105
173 H 3.9563 1.4488 -0.1590  C159 1.116